Here is an isolated molecule of C25H30N4O2 from the Open Molecules 2025 dataset. Energies are from wB97M-V/def2-TZVPD.

Last column: natural (NBO) charge in e.
Cartesian coordinates (Å):
C1 -0.555 6.600 7.238  -0.25
H1 -1.422 6.458 7.882  0.20
O1 -0.656 5.613 6.241  -0.51
C2 0.311 5.555 5.281  0.39
C3 1.410 6.403 5.205  -0.33
C4 2.322 6.244 4.174  -0.18
C5 2.155 5.261 3.221  -0.24
C6 1.057 4.402 3.288  -0.01
C7 0.146 4.558 4.322  -0.28
H2 -0.724 3.924 4.393  0.22
C8 0.867 3.347 2.282  -0.07
C9 0.434 2.075 2.649  -0.18
C10 0.255 1.076 1.713  -0.25
C11 0.502 1.334 0.368  0.23
C12 0.934 2.605 -0.010  -0.27
C13 1.118 3.593 0.934  -0.18
H3 1.438 4.576 0.620  0.22
H4 1.125 2.816 -1.054  0.20
N1 0.336 0.381 -0.642  -0.63
C14 -0.051 -0.919 -0.539  0.70
O2 -0.325 -1.468 0.507  -0.62
C15 -0.141 -1.684 -1.858  -0.32
C16 -1.578 -2.205 -1.998  -0.21
N2 -1.656 -3.140 -3.099  -0.46
C17 -1.334 -2.479 -4.349  -0.22
C18 0.087 -1.929 -4.307  -0.39
C19 0.254 -0.958 -3.139  -0.42
H5 -0.399 -0.094 -3.305  0.20
H6 1.293 -0.620 -3.098  0.21
H7 0.309 -1.428 -5.250  0.21
H8 0.780 -2.762 -4.188  0.22
H9 -1.409 -3.206 -5.158  0.21
H10 -2.046 -1.656 -4.557  0.16
C20 -2.916 -3.857 -3.152  -0.21
C21 -2.771 -5.225 -3.822  -0.41
H11 -3.757 -5.687 -3.884  0.21
H12 -2.380 -5.117 -4.834  0.22
C22 -1.836 -6.160 -3.050  -0.20
N3 -0.463 -5.752 -3.155  -0.16
C23 0.342 -5.300 -2.177  -0.03
C24 1.563 -5.036 -2.753  -0.36
C25 1.387 -5.364 -4.104  -0.06
N4 0.160 -5.794 -4.327  -0.28
H13 2.097 -5.308 -4.906  0.21
H14 2.450 -4.669 -2.277  0.23
H15 0.004 -5.197 -1.166  0.22
H16 -2.105 -6.181 -1.992  0.20
H17 -1.925 -7.171 -3.463  0.22
H18 -3.692 -3.276 -3.680  0.17
H19 -3.262 -4.011 -2.126  0.19
H20 -1.854 -2.716 -1.073  0.22
H21 -2.264 -1.346 -2.135  0.16
H22 0.502 -2.565 -1.745  0.24
H23 0.546 0.725 -1.567  0.40
H24 -0.072 0.096 2.014  0.26
H25 0.252 1.858 3.691  0.22
H26 2.885 5.139 2.435  0.21
H27 3.177 6.902 4.123  0.21
H28 1.567 7.183 5.933  0.22
H29 0.357 6.482 7.831  0.18
H30 -0.583 7.608 6.811  0.18

The value obtained for the largest force on an atom is 0.850 eV/A. As for the calculated total energy: -36467.66704 eV. Its SMILES is COc1cccc(-c2ccc(NC(=O)[C@@H]3CCCN(CCCn4cccn4)C3)cc2)c1. For the energy above the lowest of the compared OMol25 structures with the same formula, charge and spin, the calculation gives 1.9384 eV. The lowest unoccupied orbital energy comes out at 0.7 eV.



Here is an isolated molecule of C25H30N4O3 at a distorted geometry from the Open Molecules 2025 dataset. Energies are from wB97M-V/def2-TZVPD.

Last column: natural (NBO) charge in e.
Cartesian coordinates (Å):
C1 3.578 0.654 0.973  -0.61
H1 4.567 0.602 0.527  0.22
H2 3.693 0.861 2.035  0.21
H3 3.092 -0.312 0.849  0.22
C2 2.757 1.749 0.294  0.12
N1 1.445 1.764 0.948  -0.63
C3 0.383 2.483 0.553  0.70
O1 0.383 3.303 -0.338  -0.62
C4 -0.878 2.187 1.397  -0.18
N2 -1.082 0.759 1.591  -0.47
C5 -1.645 0.380 2.780  0.65
O2 -1.737 1.146 3.721  -0.59
C6 -2.181 -0.994 2.827  0.15
C7 -2.832 -1.748 1.882  -0.24
C8 -3.256 -2.920 2.542  -0.32
C9 -2.838 -2.792 3.834  0.11
O3 -2.200 -1.634 4.015  -0.37
H4 -2.930 -3.441 4.683  0.21
H5 -3.797 -3.740 2.116  0.23
H6 -2.993 -1.487 0.856  0.24
C10 -0.654 -0.145 0.597  0.24
C11 0.103 -1.258 0.956  -0.25
C12 0.585 -2.115 -0.011  -0.23
C13 0.361 -1.885 -1.367  0.08
C14 -0.390 -0.768 -1.710  -0.23
C15 -0.893 0.092 -0.748  -0.26
H7 -1.478 0.947 -1.045  0.24
H8 -0.596 -0.542 -2.743  0.22
C16 0.938 -2.846 -2.394  -0.10
C17 2.459 -2.941 -2.203  -0.60
H9 2.915 -1.959 -2.313  0.21
H10 2.716 -3.330 -1.222  0.20
H11 2.887 -3.604 -2.951  0.21
C18 0.670 -2.398 -3.834  -0.61
H12 1.121 -3.108 -4.523  0.21
H13 1.104 -1.420 -4.026  0.21
H14 -0.397 -2.363 -4.042  0.21
C19 0.301 -4.227 -2.189  -0.59
H15 0.503 -4.611 -1.193  0.21
H16 -0.778 -4.165 -2.317  0.21
H17 0.695 -4.934 -2.916  0.21
H18 1.162 -2.970 0.307  0.21
H19 0.315 -1.449 1.999  0.22
C20 -2.085 2.864 0.803  0.18
N3 -3.047 2.103 0.299  -0.41
C21 -4.100 2.715 -0.224  0.00
C22 -4.193 4.097 -0.252  -0.02
N4 -3.231 4.863 0.244  -0.37
C23 -2.184 4.256 0.770  0.03
H20 -1.406 4.890 1.170  0.20
H21 -5.045 4.610 -0.677  0.20
H22 -4.871 2.072 -0.626  0.20
H23 -0.714 2.617 2.397  0.28
H24 1.332 1.138 1.729  0.40
C24 3.419 3.117 0.474  -0.62
H25 2.797 3.884 0.022  0.23
H26 4.395 3.129 -0.004  0.21
H27 3.543 3.343 1.531  0.21
C25 2.585 1.427 -1.191  -0.62
H28 2.093 0.465 -1.313  0.21
H29 3.556 1.395 -1.678  0.21
H30 1.978 2.191 -1.668  0.24

The value obtained for the largest force on an atom is 1.054 eV/A. As for the calculated total energy: -38515.55720 eV. Its SMILES is CC(C)(C)NC(=O)[C@@H](c1cnccn1)N(C(=O)c1ccco1)c1ccc(C(C)(C)C)cc1. For the energy above the lowest of the compared OMol25 structures with the same formula, charge and spin, the calculation gives 2.5346 eV. The lowest unoccupied orbital energy comes out at 0.6 eV.



Here is a 3-piece molecular cluster, C25H31B2ClN3O16 overall at a distorted geometry from the Open Molecules 2025 dataset. Energies are from wB97M-V/def2-TZVPD.

Last column: Mulliken charge in e.
Cartesian coordinates (Å):
C1 -2.597 3.332 1.685  -0.90
C2 -1.127 2.589 1.972  0.65
O1 -0.173 3.248 2.687  -0.53
O2 -0.943 1.256 1.375  -0.41
C3 -0.316 0.417 2.408  -0.76
C4 1.351 0.360 2.289  0.55
O3 1.661 0.441 0.854  -0.22
C5 2.998 0.995 0.595  0.10
C6 3.174 2.587 0.950  -0.18
C7 4.557 2.690 1.885  -0.71
O4 4.227 2.010 3.150  -0.14
C8 3.810 2.958 4.198  0.31
O5 4.795 3.739 4.717  -0.59
B1 3.227 0.873 -1.062  0.78
O6 2.015 0.731 -1.928  -0.73
O7 4.550 0.856 -1.720  -0.55
C9 1.864 -1.044 3.013  0.46
O8 2.664 -0.637 4.178  -0.11
C10 3.008 -1.772 5.048  0.03
C11 1.749 -2.435 5.862  -0.64
C12 0.667 -1.341 6.458  0.41
O9 -0.231 -0.747 5.646  -0.46
Cl1 0.633 -0.933 8.303  -0.22
B2 4.033 -1.152 6.223  0.53
N1 5.285 -1.870 6.700  -0.69
O10 3.633 0.204 6.739  -0.55
C13 2.616 -2.083 1.985  0.26
O11 3.976 -2.115 1.997  -0.68
O12 1.952 -2.964 1.003  -0.82
H1 -3.293 3.104 2.605  0.27
H2 -2.992 2.861 0.670  0.26
H3 -2.334 4.483 1.585  0.29
H4 -0.545 0.791 3.518  0.32
H5 -0.807 -0.659 2.307  0.37
H6 1.738 1.254 2.936  -0.53
H7 3.884 0.352 1.070  0.09
H8 2.313 3.030 1.637  -0.03
H9 3.359 3.286 0.030  0.39
H10 4.951 3.786 1.999  0.32
H11 5.441 2.056 1.395  0.27
H12 2.700 3.024 4.631  0.28
H13 1.638 -0.200 -1.842  0.36
H14 4.512 1.639 -2.376  0.27
H15 0.862 -1.594 3.355  0.16
H16 3.618 -2.629 4.531  0.20
H17 1.106 -3.203 5.215  0.35
H18 2.220 -3.101 6.731  0.37
H19 6.076 -1.585 6.056  0.30
H20 5.181 -2.911 6.662  0.27
H21 3.887 0.297 7.703  0.24
C14 -3.265 -3.785 -4.140  -0.54
C15 -3.486 -2.412 -4.022  -0.42
C16 -2.452 -1.569 -3.609  -0.34
C17 -1.193 -2.115 -3.321  -0.17
C18 -0.971 -3.494 -3.432  -0.23
C19 -2.013 -4.326 -3.843  -0.49
N2 -0.095 -1.231 -2.912  1.16
O13 -0.337 -0.020 -2.807  -0.57
O14 1.012 -1.747 -2.698  -0.66
H22 -4.073 -4.437 -4.468  0.40
H23 -4.465 -1.997 -4.254  0.63
H24 -2.640 -0.502 -3.522  0.49
H25 0.000 -3.931 -3.207  0.46
H26 -1.850 -5.398 -3.935  0.36
C20 -5.028 2.576 -7.511  -0.36
C21 -4.396 1.832 -6.513  -0.54
C22 -4.936 0.611 -6.103  0.08
C23 -6.112 0.141 -6.704  0.05
C24 -6.752 0.890 -7.700  -0.34
C25 -6.204 2.111 -8.101  -0.46
N3 -6.670 -1.153 -6.295  0.93
O15 -6.085 -1.776 -5.397  -0.62
O16 -7.692 -1.550 -6.873  -0.59
H27 -4.600 3.525 -7.831  0.37
H28 -3.480 2.202 -6.057  0.41
H29 -4.432 0.043 -5.324  0.15
H30 -7.668 0.540 -8.172  0.42
H31 -6.692 2.698 -8.875  0.36

The value obtained for the largest force on an atom is 9.503 eV/A. As for the calculated total energy: -77522.02426 eV. The total charge is -1. The lowest unoccupied orbital energy comes out at 0.2 eV.



- Number 2 is which compound?
  C25H30N4O3